No. 1
63
Properties=species:S:1:pos:R:3:nbo_charge:R:1 method="wB97M-V/def2-TZVPD" lumo_energy_ev=-4.63 homo_ev=-12.46 total_charge=+1 molar_mass_da=644.34 spin_multiplicity=1
N -2.182 1.145 -3.199 -0.9208
C -1.861 2.315 -2.457 0.6938
O -1.586 3.372 -2.973 -0.5316
C -1.851 2.135 -0.961 -0.5218
C -1.409 0.755 -0.466 -0.4450
C -0.124 0.303 -1.086 0.1966
N 0.883 1.131 -0.920 -0.1624
N 2.057 0.807 -1.434 -0.2696
C 2.323 -0.305 -2.105 0.1609
Br 4.050 -0.559 -2.693 0.2350
C 1.297 -1.214 -2.317 -0.2816
C 0.054 -0.912 -1.809 -0.0965
I -1.466 -2.260 -2.115 0.3520
H -1.735 1.207 -4.106 0.3920
H -3.182 1.025 -3.323 0.4123
H -1.288 2.944 -0.504 0.2448
H -2.888 2.251 -0.638 0.2787
H -2.185 0.010 -0.603 0.2497
H -1.227 0.840 0.608 0.2528
H 2.799 1.478 -1.275 0.4403
H 1.488 -2.125 -2.869 0.2991
C -4.207 -5.764 -1.744 -0.7279
C -4.765 -4.436 -1.526 0.3008
N -5.186 -3.381 -1.367 -0.3531
H -4.155 -5.981 -2.809 0.2618
H -3.206 -5.829 -1.322 0.2536
H -4.831 -6.518 -1.267 0.2679
C 3.803 -4.927 -2.148 -0.7298
C 2.842 -4.454 -3.134 0.3188
N 2.082 -4.060 -3.898 -0.3691
H 3.288 -5.413 -1.321 0.2636
H 4.484 -5.644 -2.601 0.2715
H 4.386 -4.094 -1.757 0.2574
C 3.272 2.032 1.859 -0.7394
C 3.901 0.786 1.443 0.3057
N 4.424 -0.187 1.125 -0.3767
H 2.189 1.968 1.765 0.2607
H 3.505 2.260 2.896 0.2922
H 3.623 2.865 1.252 0.2578
C 5.315 6.169 2.600 -0.7270
C 4.107 5.430 2.942 0.3093
N 3.153 4.868 3.244 -0.3647
H 5.201 7.216 2.871 0.2672
H 6.170 5.762 3.137 0.2643
H 5.511 6.107 1.531 0.2541
C -5.366 4.997 0.006 -0.7275
C -5.333 3.589 -0.360 0.3177
N -5.329 2.480 -0.657 -0.3714
H -4.568 5.223 0.711 0.2578
H -5.237 5.618 -0.879 0.2636
H -6.319 5.242 0.469 0.2661
C 5.721 -1.915 3.786 -0.7279
C 6.869 -1.388 4.508 0.2805
N 7.767 -0.958 5.077 -0.3219
H 4.816 -1.807 4.382 0.2495
H 5.588 -1.374 2.850 0.2654
H 5.859 -2.972 3.565 0.2516
C -7.016 -2.573 1.540 -0.7265
C -6.648 -2.776 2.933 0.2860
N -6.341 -2.941 4.026 -0.3345
H -7.600 -3.415 1.171 0.2536
H -7.609 -1.667 1.425 0.2555
H -6.127 -2.481 0.919 0.2647

***

No. 2
89
Properties=species:S:1:pos:R:3:lowdin_charge:R:1 method="wB97M-V/def2-TZVPD" lumo_energy_ev=2.56 homo_ev=-4.95 total_charge=-1 molar_mass_da=817.99 spin_multiplicity=1
Mg 0.011 0.070 -1.066 0.6325
N -2.724 1.579 -1.561 -0.2153
P -2.762 1.444 0.132 1.0501
C -2.117 3.068 0.731 -0.3724
C -2.678 4.299 0.384 -0.1106
C -2.070 5.485 0.753 -0.0935
C -0.876 5.460 1.472 -0.0967
C -0.308 4.249 1.823 -0.0805
C -0.932 3.060 1.456 -0.1039
C -4.562 1.699 0.404 -0.3609
C -5.477 1.092 -0.457 -0.0972
C -6.842 1.189 -0.222 -0.0977
C -7.316 1.881 0.883 -0.1108
C -6.414 2.475 1.754 -0.1003
C -5.051 2.384 1.516 -0.1098
C -1.340 0.551 -3.259 -0.4409
C -1.765 0.945 -4.616 0.0138
C -1.318 0.318 -5.709 -0.0711
C -0.299 -0.703 -5.588 -0.0653
C 0.236 -1.000 -4.400 -0.0740
N -0.222 -0.446 -3.185 -0.0121
H -3.283 2.336 -1.951 0.0825
H -3.601 4.323 -0.187 0.1066
H -2.515 6.433 0.475 0.0960
H -0.393 6.390 1.747 0.0957
H 0.627 4.215 2.369 0.1034
H -0.470 2.116 1.718 0.0783
H -5.109 0.535 -1.309 0.0991
H -7.535 0.711 -0.904 0.0965
H -8.381 1.955 1.068 0.0925
H -6.770 3.016 2.623 0.0956
H -4.359 2.864 2.199 0.1000
H -2.434 1.795 -4.688 0.1152
H -1.646 0.617 -6.696 0.0982
H 0.114 -1.163 -6.476 0.0988
H 1.101 -1.637 -4.280 0.1177
O -2.436 -2.812 -0.483 0.0481
C -1.267 -2.644 -0.178 -0.5924
O -0.628 -1.532 -0.151 -0.2079
C -0.449 -3.856 0.291 -0.1142
C -1.127 -5.071 0.342 -0.0277
C -0.513 -6.228 0.789 -0.0877
C 0.807 -6.176 1.210 -0.0918
C 1.494 -4.974 1.160 -0.1099
C 0.895 -3.805 0.685 -0.2662
P 1.833 -2.210 0.700 1.1529
C 1.511 -1.802 2.473 -0.3326
C 2.249 -2.326 3.530 -0.0985
C 1.932 -2.016 4.845 -0.0936
C 0.856 -1.186 5.125 -0.1006
C 0.096 -0.679 4.081 -0.0792
C 0.422 -0.981 2.767 -0.0921
C 3.599 -2.694 0.722 -0.3836
C 4.500 -1.803 1.314 -0.1106
C 5.869 -1.958 1.160 -0.0901
C 6.373 -3.003 0.397 -0.1071
C 5.492 -3.879 -0.217 -0.0977
C 4.121 -3.723 -0.062 -0.1106
H -2.161 -5.065 0.023 0.1119
H -1.065 -7.159 0.822 0.0955
H 1.302 -7.064 1.587 0.0962
H 2.516 -4.943 1.512 0.0906
H 3.085 -2.987 3.333 0.0998
H 2.525 -2.430 5.651 0.0958
H 0.607 -0.942 6.150 0.0946
H -0.755 -0.039 4.283 0.1022
H -0.190 -0.597 1.964 0.0805
H 4.127 -0.966 1.893 0.1052
H 6.540 -1.251 1.631 0.0996
H 7.442 -3.122 0.272 0.0936
H 5.870 -4.690 -0.828 0.0968
H 3.454 -4.411 -0.567 0.1003
F 2.232 1.147 -3.315 0.0435
C 2.633 1.578 -2.084 -0.2516
C 1.957 1.171 -0.958 -0.0110
C 2.473 1.671 0.214 -0.2581
F 1.882 1.364 1.404 0.0316
C 3.570 2.513 0.300 -0.1570
F 4.025 2.976 1.477 0.0898
C 4.210 2.884 -0.869 -0.1499
F 5.280 3.691 -0.828 0.0981
C 3.740 2.412 -2.080 -0.1543
F 4.365 2.768 -3.215 0.0919
C -0.814 2.859 -2.474 -0.0849
C -1.356 1.493 -2.088 -0.4621
O -1.641 -0.788 -2.930 0.0418
H 0.102 2.778 -3.067 0.0716
H -0.572 3.458 -1.593 0.0625
H -1.533 3.446 -3.073 0.0694